Entry 1
DFT (ωB97M-V/def2-TZVPD) results for a molecular structure, C2H6Se.

Cartesian coordinates (Å):
C (0.010, -1.518, 1.061)
C (-0.803, 0.381, -1.072)
Se (-1.275, -0.615, 0.369)
H (0.979, -1.674, 0.595)
H (1.453, 1.644, -0.088)
H (0.055, -1.741, 2.169)
H (-1.718, 0.665, -1.712)
H (1.143, 2.311, 0.168)
H (0.155, 0.548, -1.491)

Properties
HOMO energy (spin up / spin down): -7.664 / -7.778 eV
orbital gap (spin up / spin down): 7.7223 / 7.8269 eV



Entry 2
DFT (ωB97M-V/def2-TZVPD) results for 2 unconnected molecules or ions with the total composition C2H6Se.

Cartesian coordinates (Å):
C (-0.320, 0.766, -0.499)
C (0.439, -0.009, 0.559)
Se (0.903, -1.825, 0.185)
H (0.249, 1.069, -1.297)
H (-1.144, 0.154, -0.684)
H (-0.689, 1.748, -0.116)
H (-0.883, -0.536, 1.898)
H (1.313, 0.607, 1.164)
H (0.132, -1.975, -1.209)

Properties
HOMO energy (spin up / spin down): -8.053 / -8.051 eV
orbital gap (spin up / spin down): 8.0664 / 8.0649 eV



Preferred: entry 2; penalty for the next structure: 1.8 kcal/mol.



Entry 1
DFT (ωB97M-V/def2-TZVPD) results for 3 unconnected molecules or ions with the total composition C4H16NO3.

Cartesian coordinates (Å):
C (2.065, 1.372, 0.232)
C (1.299, 0.184, -0.248)
C (0.576, 0.451, -1.556)
C (0.025, -0.842, -2.184)
O (-1.051, -1.213, -1.286)
N (0.181, -0.088, 0.798)
H (1.502, 2.317, 0.348)
H (2.829, 1.640, -0.499)
H (2.607, 1.206, 1.174)
H (1.877, -0.741, -0.334)
H (-0.198, 1.213, -1.513)
H (1.280, 0.875, -2.281)
H (-0.408, -0.664, -3.162)
H (0.781, -1.631, -2.247)
H (-1.035, -2.170, -1.203)
H (-0.651, -0.366, 0.230)
H (0.353, -0.768, 1.533)
H (0.091, 0.750, 1.392)
H (-0.096, 0.451, 3.773)
H (1.132, 1.509, 3.471)
O (0.555, 0.806, 3.158)
H (-3.640, -1.152, 0.694)
H (-3.237, -0.752, -0.703)
O (-3.004, -0.624, 0.219)

Properties
HOMO energy: -14.526 eV
charge: +1
orbital gap: 11.7506 eV



Entry 2
DFT (ωB97M-V/def2-TZVPD) results for 4 unconnected molecules or ions with the total composition C4H16NO3.

Cartesian coordinates (Å):
C (-0.018, -0.559, 0.478)
C (0.857, -1.729, -0.035)
C (2.064, -2.060, 0.741)
C (3.112, -1.228, 0.787)
N (-1.103, -0.217, -0.499)
H (-0.395, -0.954, 1.462)
H (0.452, 0.387, 0.696)
H (0.122, -2.585, -0.072)
H (1.170, -1.464, -1.025)
H (2.061, -2.961, 1.325)
H (3.999, -1.419, 1.378)
H (3.039, -0.326, 0.211)
H (-0.824, -0.427, -1.475)
H (-1.964, -0.737, -0.337)
H (-1.281, 0.802, -0.363)
H (-1.452, 3.175, 0.284)
H (-2.236, 2.883, -1.048)
O (-1.597, 2.568, -0.415)
H (-0.899, 2.459, 3.386)
H (0.339, 1.916, 2.763)
O (-0.620, 1.987, 2.616)
H (-0.952, 0.564, -3.740)
H (-2.229, -0.217, -3.908)
O (-1.643, 0.139, -3.214)

Properties
HOMO energy: -12.939 eV
charge: +1
orbital gap: 10.1357 eV



Preferred: entry 1; penalty for the next structure: 8.4 kcal/mol.